# 1
C52H47N5O6P2S3Sr | ωB97M-V with the def2-TZVPD basis set

XYZ file:
```
116
Properties=species:S:1:pos:R:3
Sr -0.2037 0.9202 -0.1534
O 2.5531 -1.6378 -5.0430
C 2.5482 -1.5596 -3.7295
O 2.7109 -0.4751 -3.1517
C 2.3667 -2.8744 -3.0745
C 2.8401 -4.0169 -3.7310
C 2.7697 -5.2318 -3.0909
C 2.2025 -5.2816 -1.8311
C 1.7218 -4.1034 -1.2739
N 1.8079 -2.9119 -1.8683
C 1.0990 -4.1577 0.0746
O 1.5636 -5.1931 0.7913
O 0.2624 -3.4092 0.5040
H 2.5213 -0.7289 -5.4656
H 3.2833 -3.9019 -4.7089
H 3.1543 -6.1284 -3.5568
H 2.1380 -6.2066 -1.2796
H 1.1666 -5.1883 1.6762
O -1.3450 -2.1430 -1.5143
S -2.4693 -2.7652 -2.2462
C -3.7138 -3.3383 -0.9819
C -3.9200 -2.4001 0.2018
C -2.6151 -2.2398 1.0140
C -2.7762 -2.4871 2.5097
S -2.8784 -0.9676 3.5664
O -1.7543 -0.0996 3.1581
C -4.3672 -0.3088 2.7666
C -4.1912 0.5979 1.7398
C -5.3205 1.0643 1.0717
C -6.5823 0.6391 1.4545
C -6.7392 -0.2496 2.5115
C -5.6235 -0.7319 3.1755
C -3.5300 -1.4789 -2.9560
C -3.6953 -0.2954 -2.2550
C -4.4644 0.7073 -2.8403
C -5.0535 0.5057 -4.0783
C -4.8601 -0.6818 -4.7725
C -4.0900 -1.6851 -4.2079
H -3.3464 -4.3072 -0.6388
H -4.6373 -3.5017 -1.5352
H -4.6978 -2.8465 0.8256
H -4.2478 -1.4213 -0.1394
H -2.1602 -1.2350 0.8062
H -1.9000 -2.9633 0.6288
H -1.9001 -3.0071 2.8966
H -3.6682 -3.0612 2.7610
H -3.1865 0.9193 1.4442
H -5.1620 1.7626 0.2618
H -7.4568 0.9955 0.9293
H -7.7259 -0.5651 2.8206
H -5.7264 -1.4209 4.0038
H -3.1165 -0.1025 -1.3468
H -4.5444 1.6475 -2.3095
H -5.6501 1.2873 -4.5269
H -5.2882 -0.8184 -5.7554
H -3.9010 -2.6058 -4.7427
C 1.9950 1.1315 0.8245
C 1.6556 0.0435 -0.1054
P 1.7695 0.8427 -1.6864
C 3.5337 1.2724 -1.3096
C 3.9072 2.5111 -0.7809
C 4.9677 2.6272 0.1066
C 5.6986 1.5142 0.4723
C 5.4022 0.2880 -0.1059
C 4.3351 0.1713 -0.9753
C 1.1060 2.4603 -1.2988
C 1.4497 3.3030 -2.3675
C 1.4945 4.6707 -2.1988
C 1.2136 5.1949 -0.9420
C 0.8217 4.3684 0.0956
C 0.7199 2.9956 -0.0949
P 0.7947 0.9244 2.1203
C 1.5347 2.3059 3.0694
C 0.8590 3.5161 3.0925
C 1.5571 4.6812 3.3967
C 2.9228 4.6375 3.5954
C 3.6014 3.4233 3.5687
C 2.9085 2.2579 3.3198
C 1.6004 -0.4407 3.0319
C 1.0759 -0.6923 4.2999
C 1.6419 -1.6575 5.1133
C 2.7475 -2.3757 4.6803
C 3.2715 -2.1363 3.4209
C 2.6877 -1.1863 2.5961
H 2.3566 2.1464 0.6458
H 2.9644 0.8084 1.2641
H 0.8159 -0.4686 0.3160
H 2.4117 -0.7350 -0.0891
H 3.2871 3.3858 -0.9327
H 5.1330 3.5846 0.5845
H 6.4760 1.5891 1.2227
H 5.9481 -0.6025 0.1826
H 4.0412 -0.8079 -1.3336
H 1.7868 2.8260 -3.2838
H 1.8108 5.3123 -3.0095
H 1.3308 6.2523 -0.7500
H 0.6484 4.7712 1.0742
H 0.5672 2.3164 0.7296
H -0.1992 3.5239 2.8488
H 1.0331 5.6274 3.4405
H 3.4761 5.5522 3.7615
H 4.6692 3.3884 3.7404
H 3.4128 1.2969 3.2805
H 0.2123 -0.1222 4.6164
H 1.2303 -1.8433 6.0964
H 3.2060 -3.1175 5.3214
H 4.1359 -2.6811 3.0641
H 3.1353 -1.0536 1.6196
N -1.1656 0.8595 -2.5226
C -0.8380 0.9373 -3.6431
N -0.4902 1.0399 -4.8596
C 0.6251 0.7581 -5.4360
N 1.6259 0.5216 -5.9852
S -3.8959 4.4724 -0.8016
C -2.9352 3.2345 -0.5419
N -2.2899 2.2630 -0.3477
```

Output
E_LUMO ... -0.23 eV
HOMO ... -7.16 eV
Orbital gap ... 0.2546 Ha
Relative energy (zero: lowest compared OMol25 entry of this formula, charge and spin) ... 13.764 eV
F_max ... 17.0 eV Å⁻¹
Multiplicity ... 1

# 2
C52H48BrMoN7O3S3 | ωB97M-V with the def2-TZVPD basis set

XYZ file:
```
115
Properties=species:S:1:pos:R:3
Mo -0.6456 1.2829 0.3356
O -4.2744 2.8733 1.6879
C -3.3622 2.3720 1.0922
N -2.0032 2.4100 1.4262
C -1.5940 3.2747 2.4411
O -2.2809 4.0397 3.0605
C -0.1181 3.1986 2.6680
C 0.4497 3.9231 3.6951
C 1.8186 3.8363 3.8860
C 2.5521 3.0190 3.0438
C 1.9069 2.3179 2.0432
N 0.5867 2.4130 1.8397
C -3.5984 1.6319 -0.1881
C -4.8540 1.5603 -0.7555
C -4.9903 0.8988 -1.9660
C -3.8711 0.3337 -2.5588
C -2.6498 0.4322 -1.9194
N -2.5206 1.0737 -0.7530
H -0.1970 4.5315 4.3113
H 2.3006 4.3893 4.6810
H 3.6189 2.8955 3.1605
H 2.4673 1.6373 1.4269
H -5.6835 2.0221 -0.2386
H -5.9585 0.8257 -2.4429
H -3.9357 -0.1880 -3.5030
H -1.7555 -0.0169 -2.3275
C -5.5533 -4.6043 0.1438
C -4.1007 -5.0991 0.1051
C -3.9360 -6.0313 -1.0943
C -3.7946 -5.8887 1.3860
C -3.1640 -3.8974 0.0314
C -3.1970 -2.9320 1.0347
C -2.3632 -1.8408 0.9663
Br -2.5492 -0.5460 2.3342
C -1.4356 -1.6570 -0.0736
O -0.5950 -0.5775 -0.0128
C -1.3799 -2.6096 -1.0999
C -2.2644 -3.6949 -1.0003
C -0.4986 -2.6072 -2.3662
C -1.4028 -2.5406 -3.6095
C 0.5130 -1.4680 -2.4482
C 0.3331 -3.9036 -2.4194
H -6.2346 -5.4551 0.1876
H -5.7934 -4.0234 -0.7490
H -5.7487 -3.9814 1.0176
H -4.6255 -6.8699 -0.9960
H -2.9266 -6.4436 -1.1545
H -4.1647 -5.5287 -2.0366
H -4.4604 -6.7495 1.4612
H -3.9373 -5.2802 2.2799
H -2.7658 -6.2532 1.3838
H -3.8817 -3.0173 1.8671
H -2.2429 -4.4204 -1.7962
H -2.0407 -1.6544 -3.5966
H -2.0552 -3.4089 -3.6884
H -0.7903 -2.5016 -4.5118
H 0.0694 -0.4713 -2.4077
H 1.0593 -1.5514 -3.3892
H 1.2362 -1.5586 -1.6410
H -0.2776 -4.8014 -2.4735
H 0.9758 -3.9838 -1.5406
H 0.9705 -3.8892 -3.3055
S 3.8137 -2.4282 -0.0046
C 5.3322 -3.1782 -0.1949
C 6.2132 -2.3847 -0.8667
C 5.6449 -1.1413 -1.2323
C 4.3422 -1.0084 -0.8262
C 3.4461 0.1239 -1.0584
C 2.1907 0.1769 -0.4194
N 1.3235 1.1498 -0.6368
C 1.6506 2.1708 -1.4608
C 2.8718 2.2164 -2.1349
C 3.1340 3.3310 -3.0041
C 2.2294 4.3235 -3.1500
C 0.9818 4.3057 -2.4349
C 0.0281 5.3307 -2.5144
C -1.1341 5.2652 -1.7662
C -1.3094 4.1313 -0.9495
N -0.4346 3.1447 -0.8624
C 0.7056 3.2238 -1.5964
C -2.1628 6.3016 -1.7766
C -3.2616 6.4073 -0.9595
C -4.0436 7.5514 -1.2411
C -3.5287 8.2918 -2.2625
S -2.0970 7.6137 -2.8886
C 3.7636 1.1553 -1.9237
H 5.4965 -4.1707 0.1933
H 7.2279 -2.6762 -1.0920
H 6.1927 -0.3773 -1.7655
H 1.8775 -0.5751 0.2970
H 4.0741 3.3610 -3.5393
H 2.4330 5.1613 -3.8040
H 0.2253 6.1808 -3.1565
H -2.1949 4.0481 -0.3407
H -3.5075 5.7175 -0.1639
H -4.9428 7.8156 -0.7058
H -3.9170 9.2061 -2.6816
H 4.7080 1.1563 -2.4532
C 4.2893 -3.5387 5.3500
C 4.1406 -2.3774 4.4288
C 5.1694 -1.6543 3.8953
C 4.8490 -0.5757 3.0475
N 3.6050 -0.2397 2.7461
C 2.5823 -0.9549 3.2649
S 0.9690 -0.6123 2.9689
N 2.8842 -2.0058 4.0948
C 5.9315 0.2592 2.4441
H 5.3371 -3.7123 5.5781
H 3.8761 -4.4398 4.8938
H 3.7538 -3.3556 6.2827
H 6.1934 -1.9008 4.1292
H 2.0891 -2.5070 4.4689
H 6.9230 -0.0824 2.7311
H 5.8073 1.2960 2.7604
H 5.8417 0.2337 1.3581
```

Output
Net charge ... +2
E_LUMO (spin up / spin down) ... -5.68 / -6.36 eV
HOMO (spin up / spin down) ... -12.57 / -12.56 eV
Orbital gap (spin up / spin down) ... 0.2530 / 0.2279 Ha
Relative energy (zero: lowest compared OMol25 entry of this formula, charge and spin) ... 0.334 eV
F_max ... 0.6 eV Å⁻¹
Multiplicity ... 3

- Which of these has the lowest F_max?
  C52H48BrMoN7O3S3